The following is a quantum chemistry calculation of a 8-piece molecular cluster, C34H92N8O9 overall, from OMol25.

Structure (ORCA input):
```
! wB97M-V def2-TZVPD RIJCOSX def2/J DEFGRID3
* xyz 0 1
H -3.865 4.650 5.652
H 7.150 2.869 2.261
H -2.721 4.847 -3.332
H 4.849 -0.585 -2.444
H 3.346 -4.837 2.062
H -3.576 1.579 -4.801
H 3.282 -0.657 -2.730
H -0.406 0.776 5.955
H -0.393 -4.383 2.030
H 2.093 -2.848 -2.479
C -1.921 1.022 -0.346
H -4.507 -1.831 3.430
H -2.759 1.562 5.758
C -4.282 3.855 5.031
H 2.282 0.876 1.014
O 0.421 -5.142 3.710
H -1.016 -2.751 -1.327
H -1.513 -5.886 3.699
H 2.847 -4.053 -6.165
C -0.158 1.216 4.982
H -0.337 -6.662 4.815
H 0.363 -0.504 -4.540
O -1.312 1.694 4.308
H 0.741 2.814 -0.428
H 0.270 0.467 4.323
H -0.277 2.181 -1.690
H -1.682 2.976 5.853
H 7.454 4.105 3.484
H 4.283 5.753 0.274
H -2.930 2.031 2.575
C 2.976 -3.202 -3.023
H -2.535 3.943 3.846
C 0.213 1.905 -0.744
H -0.929 0.464 -6.981
C -3.162 3.153 4.271
H -2.150 -2.504 4.267
H -5.635 2.489 -6.921
H 2.416 -0.617 -0.003
C -3.081 -1.672 1.992
O -3.133 -4.402 5.939
H -2.455 1.785 -0.928
H 6.320 2.771 3.731
H 0.701 -0.034 -1.496
C -3.836 -3.493 5.135
H -2.345 -1.002 2.459
C 5.548 4.269 2.309
N 4.172 -1.043 -3.048
H -4.783 -5.651 6.077
H 2.191 1.189 -4.940
H 0.406 -2.932 3.926
C 3.679 4.878 -0.017
H -3.820 4.087 -5.130
H -4.282 1.647 3.413
C 6.670 3.519 3.013
H -3.028 -2.614 0.007
H 1.151 1.984 -6.111
N -3.835 -2.432 2.972
H 3.628 -2.819 -0.547
H 4.162 4.528 -0.943
C -0.492 -2.683 -0.362
C -3.006 -3.119 3.941
C -3.643 4.627 -2.787
C 1.223 0.784 -0.988
H 2.683 5.256 -0.238
O 3.536 3.911 0.983
H 1.749 3.727 -4.280
H 4.389 -3.628 -5.483
H 3.017 -4.500 3.729
H 4.303 2.560 2.185
H -5.263 0.360 -4.287
H -4.918 4.375 4.313
H -5.584 3.834 -4.855
C 4.541 -2.641 -1.130
H -1.687 0.102 -0.886
H 0.715 -1.780 2.842
C 1.265 -0.736 -6.466
H 2.754 2.044 -1.423
C -2.252 2.336 5.164
H -4.425 -4.676 7.507
H 5.301 2.853 0.689
N 4.717 4.954 3.315
C -4.576 3.468 -4.624
H 0.978 -0.274 0.865
N -3.684 2.416 3.130
C 0.430 0.068 -5.472
N -0.922 0.253 -5.991
O 2.706 -3.088 -4.390
H 3.824 5.223 2.902
H -0.373 -3.745 -0.077
C 4.228 -2.454 -2.599
O -1.182 -2.006 0.640
N 1.139 -2.559 3.335
H -3.879 2.492 -7.258
C 2.998 -4.047 2.739
C -4.685 2.002 -6.706
O 0.503 2.081 -4.142
H -2.373 -3.595 1.254
H -1.402 0.985 -5.483
H -4.153 -2.605 5.703
H -4.397 5.414 -2.832
C -2.442 -2.541 0.936
H 1.967 1.560 -2.776
C -0.478 -6.225 3.830
N 2.294 1.255 -1.868
H 3.677 -3.197 2.691
C 1.606 -3.572 2.357
H 5.118 5.869 3.504
H -3.428 -6.123 7.047
H 0.988 -5.542 1.767
H 0.223 3.961 -3.360
H -5.894 1.703 -3.719
C 3.384 -3.991 -5.218
H -2.634 0.758 0.438
O -4.223 3.420 -3.259
H 5.003 -2.919 -3.225
H -0.295 -7.002 3.076
H 1.417 -0.125 -7.366
C 4.710 3.301 1.494
H -3.800 -0.991 1.523
H 6.036 5.007 1.656
C -4.467 2.067 -5.202
H 3.120 -4.262 -2.759
H 1.639 -3.123 1.365
H 0.736 -1.640 -6.757
H 0.524 -2.318 -0.484
O -0.773 1.611 0.219
C 1.778 0.221 0.305
H -2.610 -4.036 3.502
H -4.752 0.955 -6.991
C 0.591 -4.720 2.381
C -3.964 -5.247 6.693
H -3.362 4.450 -1.749
C 0.681 3.471 -4.214
H 0.229 3.879 -5.130
N -5.592 1.271 -4.587
H 0.524 2.051 5.179
C 1.133 1.381 -5.191
H 3.492 -4.992 -4.786
H 5.218 -3.457 -0.871
H 4.969 -1.745 -0.672
H -4.755 -3.951 4.735
H -4.894 3.169 5.617
H 2.252 -0.962 -6.067
*
```

* SMILES string: COC[C@H](C)N.COC[C@H](C)N.COC[C@H](C)N.COC[C@H](C)N.COC[C@H](C)N.COC[C@H](C)N.COC[C@H](C)N.COCCNCCOC
* relative energy (zero: lowest compared OMol25 entry of this formula, charge and spin): 19.2 kcal per mole
* LUMO level: 0.59 eV